ORCA calculation (wB97M-V/def2-TZVPD) on one molecule with the formula C6H11P in a non-equilibrium geometry.

Properties
SMILES string	C[C@@]12CC[C@]1(P)C2
spin multiplicity	1
orbital gap	10.152	eV
DFT total energy	-15685.245	eV

Each line ends with the natural charge from an NBO analysis.
Atoms and positions in Å:
C 0.79 1.88 0.62  -0.6170
C 0.61 0.47 0.16  -0.0778
C 1.27 -0.83 0.63  -0.3806
C 0.01 -1.67 0.32  -0.4489
C -0.60 -0.37 -0.08  -0.1233
P -2.61 0.11 0.12  0.2054
C 0.16 0.20 -1.25  -0.4515
H 1.69 2.09 0.08  0.2293
H 0.89 1.90 1.78  0.2122
H -0.15 2.49 0.48  0.2269
H 1.65 -0.79 1.73  0.2156
H 2.26 -1.26 0.13  0.1970
H 0.10 -2.23 -0.62  0.2052
H -0.49 -2.05 1.15  0.2171
H -3.09 -1.27 -0.43  -0.0035
H -2.50 0.61 -1.19  -0.0229
H -0.51 1.08 -1.59  0.2043
H 0.53 -0.40 -2.03  0.2124

ORCA calculation (wB97M-V/def2-TZVPD) on one molecule with the formula C6H11P in a non-equilibrium geometry.

Properties
SMILES string	C=PCC=C(C)C
spin multiplicity	1
orbital gap	9.202	eV
DFT total energy	-15685.489	eV

Each line ends with the natural charge from an NBO analysis.
Atoms and positions in Å:
C 3.15 1.03 1.14  -0.9285
P 3.17 0.11 -0.18  0.6758
C 1.35 -0.97 0.07  -0.6513
C -0.15 -0.74 0.30  -0.2133
C -1.17 -0.10 -0.24  0.0177
C -1.11 0.60 -1.54  -0.6469
C -2.56 -0.13 0.31  -0.6333
H 4.08 1.54 1.52  0.2380
H 2.14 1.23 1.68  0.2366
H 1.80 -1.32 0.97  0.2100
H 1.39 -1.74 -0.59  0.2103
H -0.32 -1.30 1.16  0.1873
H -1.01 1.68 -1.50  0.2229
H -2.03 0.37 -2.19  0.2141
H -0.13 0.23 -2.13  0.2116
H -2.51 -0.97 1.01  0.2177
H -2.78 0.88 0.72  0.2225
H -3.31 -0.41 -0.53  0.2087

ORCA calculation (wB97M-V/def2-TZVPD) on one molecule with the formula C6H11P in a non-equilibrium geometry.

Properties
SMILES string	P[C@@H]1[C@H]2CCC[C@@H]12
spin multiplicity	1
orbital gap	9.141	eV
DFT total energy	-15686.201	eV

Each line ends with the natural charge from an NBO analysis.
Atoms and positions in Å:
P 3.11 -0.02 0.12  0.3088
C 1.34 -0.16 0.53  -0.5653
C 0.44 -0.72 -0.55  -0.2427
C -0.85 -1.34 -0.09  -0.3946
C -1.60 -0.23 0.70  -0.4027
C -1.01 1.13 0.22  -0.4381
C 0.19 0.77 -0.55  -0.1647
H 3.31 1.48 0.21  -0.0216
H 2.95 -0.19 -1.32  -0.0199
H 0.93 -0.18 1.62  0.2426
H 0.77 -1.33 -1.45  0.2271
H -0.73 -2.16 0.49  0.2030
H -1.22 -1.75 -1.03  0.2021
H -1.41 -0.47 1.68  0.1999
H -2.61 -0.23 0.66  0.2124
H -1.67 1.68 -0.43  0.2106
H -0.77 1.81 1.04  0.2106
H 0.63 1.57 -1.20  0.2324

ORCA calculation (wB97M-V/def2-TZVPD) on a 2-piece molecular cluster, C6H11PS overall in a non-equilibrium geometry.

Properties
SMILES string	C=C[P@H](C)=S.C#CC
spin multiplicity	1
orbital gap	9.311	eV
DFT total energy	-26521.149	eV

Each line ends with the natural charge from an NBO analysis.
Atoms and positions in Å:
C -2.37 1.71 -0.67  -0.3342
C -1.73 1.12 0.32  -0.5457
P -0.90 -0.44 -0.01  1.0815
C -2.29 -1.58 -0.38  -0.9517
S 0.33 -1.04 1.35  -0.5584
H -3.04 2.54 -0.31  0.1973
H -2.40 1.74 -1.75  0.2162
H -2.17 1.19 1.33  0.2376
H -0.58 -0.11 -1.32  -0.0710
H -2.70 -1.42 -1.37  0.2364
H -3.07 -1.34 0.34  0.2395
H -2.01 -2.65 -0.30  0.2575
C 3.75 -2.09 -0.65  -0.2735
C 3.62 -1.04 -0.12  0.0215
C 3.47 0.28 0.51  -0.7051
H 4.18 -2.99 -0.90  0.2202
H 4.55 0.50 0.89  0.2371
H 3.09 1.11 -0.17  0.2361
H 2.72 0.28 1.33  0.2586

ORCA calculation (wB97M-V/def2-TZVPD) on a 2-piece molecular cluster, C6H12 overall.

Properties
SMILES string	C[C@H]1C=CC1.C
spin multiplicity	1
orbital gap	10.556	eV
DFT total energy	-6415.006	eV

Each line ends with the natural charge from an NBO analysis.
Atoms and positions in Å:
C 0.70 0.65 1.78  -0.6070
C 0.61 1.46 0.49  -0.2321
C 1.33 0.91 -0.72  -0.1921
C 0.22 0.77 -1.45  -0.1824
C -0.69 1.27 -0.36  -0.4235
H 0.44 -0.40 1.60  0.2059
H 0.01 1.04 2.54  0.2087
H 1.71 0.68 2.20  0.2086
H 0.83 2.51 0.69  0.1993
H 2.39 0.72 -0.91  0.2030
H 0.03 0.42 -2.46  0.2036
H -1.25 2.19 -0.57  0.2057
H -1.39 0.53 0.05  0.2038
C -0.99 -2.55 -0.57  -0.8562
H -0.06 -1.97 -0.55  0.2192
H -1.71 -2.12 0.12  0.2100
H -1.40 -2.53 -1.59  0.2124
H -0.78 -3.59 -0.29  0.2131

ORCA calculation (wB97M-V/def2-TZVPD) on one molecule with the formula C6H12 in a non-equilibrium geometry.

Properties
SMILES string	CCCC1CC1
spin multiplicity	1
orbital gap	10.391	eV
DFT total energy	-6414.138	eV

Each line ends with the natural charge from an NBO analysis.
Atoms and positions in Å:
C 0.51 -2.31 -0.54  -0.6034
C 0.31 -0.82 -0.67  -0.4033
C 1.12 0.11 0.22  -0.3980
C 0.29 1.44 0.35  -0.1883
C -1.26 1.56 -0.27  -0.4678
C -0.94 1.20 1.14  -0.4394
H 1.51 -2.63 -0.82  0.2022
H -0.24 -2.79 -1.18  0.2092
H 0.29 -2.63 0.49  0.2008
H -0.72 -0.59 -0.42  0.2018
H 0.45 -0.43 -1.68  0.1956
H 1.29 -0.38 1.21  0.1956
H 2.15 0.24 -0.14  0.2039
H 0.90 2.35 0.39  0.2160
H -1.30 0.97 -1.17  0.2178
H -2.06 2.33 -0.27  0.2282
H -1.12 0.28 1.71  0.2104
H -1.19 2.10 1.67  0.2188

ORCA calculation (wB97M-V/def2-TZVPD) on C6H12 as an isolated structure in a non-equilibrium geometry.

Properties
spin multiplicity	1
orbital gap	6.375	eV
DFT total energy	-6409.405	eV

Each line ends with the natural charge from an NBO analysis.
Atoms and positions in Å:
C -1.70 1.32 -0.70  -0.6277
C -0.31 1.34 -0.09  -0.4551
C 0.38 0.02 -0.34  0.1163
C 1.74 0.03 -0.73  -0.5186
C -0.42 -1.02 0.22  -0.6434
C 0.30 -1.70 1.39  -0.6429
H -1.68 1.24 -1.82  0.2046
H -2.25 2.16 -0.29  0.2194
H -2.06 0.35 -0.37  0.2538
H 0.41 2.22 -0.15  0.1932
H -0.30 1.17 0.98  0.2231
H 2.08 -0.94 -1.24  0.2623
H 1.86 0.91 -1.31  0.2321
H -0.93 -1.71 -0.44  0.2426
H 1.39 0.36 0.55  0.3714
H 1.40 -2.15 1.37  0.1690
H -0.21 -2.52 1.87  0.2250
H 0.30 -0.99 2.31  0.1749

ORCA calculation (wB97M-V/def2-TZVPD) on C6H12 as an isolated structure in a non-equilibrium geometry.

Properties
spin multiplicity	1
orbital gap	10.246	eV
DFT total energy	-6414.160	eV

Each line ends with the natural charge from an NBO analysis.
Atoms and positions in Å:
C 0.66 -1.07 -0.77  -0.4197
C -0.33 -1.63 0.28  -0.4108
C 0.54 0.42 -0.42  -0.2614
C -0.66 0.25 0.55  -0.1188
C 1.72 0.84 0.36  -0.5958
C -1.99 0.75 0.03  -0.6394
H 1.64 -1.44 -0.50  0.1910
H 0.51 -1.30 -1.80  0.2066
H -1.19 -2.30 -0.10  0.2097
H 0.30 -2.08 1.16  0.2018
H 0.38 1.04 -1.26  0.1948
H -0.40 0.56 1.53  0.1932
H 1.78 0.15 1.26  0.1986
H 1.75 1.86 0.57  0.2108
H 2.65 0.44 -0.10  0.2072
H -2.65 1.14 0.76  0.2151
H -2.50 -0.10 -0.50  0.2111
H -1.76 1.46 -0.74  0.2060

ORCA calculation (wB97M-V/def2-TZVPD) on one molecule with the formula C6H12.

Properties
SMILES string	CCCC1CC1
spin multiplicity	1
orbital gap	11.406	eV
DFT total energy	-6415.892	eV

Each line ends with the natural charge from an NBO analysis.
Atoms and positions in Å:
C -1.88 0.51 0.92  -0.6084
C -1.38 -0.88 0.52  -0.3918
C 0.15 -0.98 0.48  -0.3921
C 0.80 -0.33 -0.72  -0.2269
C 2.18 0.26 -0.61  -0.4194
C 0.99 1.16 -0.83  -0.4276
H -1.63 1.26 0.17  0.2063
H -1.43 0.82 1.87  0.1979
H -2.97 0.52 1.05  0.2086
H -1.77 -1.62 1.23  0.1986
H -1.79 -1.16 -0.46  0.1956
H 0.45 -2.04 0.50  0.2077
H 0.56 -0.53 1.40  0.1937
H 0.58 -0.83 -1.67  0.2089
H 2.64 0.28 0.37  0.2093
H 2.88 0.11 -1.43  0.2135
H 0.85 1.62 -1.80  0.2149
H 0.68 1.78 0.01  0.2114

ORCA calculation (wB97M-V/def2-TZVPD) on a 2-piece molecular cluster, C6H12 overall.

Properties
SMILES string	C[C@H]1C=CC1.C
spin multiplicity	1
orbital gap	10.463	eV
DFT total energy	-6414.898	eV

Each line ends with the natural charge from an NBO analysis.
Atoms and positions in Å:
C -2.01 0.34 0.62  -0.6088
C -1.35 0.41 -0.76  -0.2301
C -0.13 1.30 -0.94  -0.1988
C 0.67 0.30 -1.31  -0.1752
C -0.39 -0.76 -1.14  -0.4271
H -1.28 0.12 1.40  0.2054
H -2.78 -0.44 0.64  0.2097
H -2.49 1.30 0.87  0.2091
H -2.11 0.58 -1.52  0.1994
H 0.02 2.37 -0.80  0.2038
H 1.72 0.24 -1.59  0.2057
H -0.65 -1.33 -2.04  0.2062
H -0.21 -1.47 -0.32  0.2053
C 2.07 -0.41 1.37  -0.8601
H 1.32 0.25 0.95  0.2242
H 2.19 -1.28 0.71  0.2083
H 3.02 0.13 1.43  0.2122
H 1.76 -0.74 2.36  0.2107

ORCA calculation (wB97M-V/def2-TZVPD) on one molecule with the formula C6H12.

Properties
spin multiplicity	1
orbital gap	8.833	eV
DFT total energy	-6413.042	eV

Each line ends with the natural charge from an NBO analysis.
Atoms and positions in Å:
C -1.74 0.93 -1.15  -0.5931
C -1.35 0.22 0.17  -0.5554
C 0.01 0.79 0.46  0.1323
C 0.88 -0.64 1.72  -0.5928
C 1.12 -0.15 0.25  -0.3632
C 1.11 -1.27 -0.80  -0.6206
H -1.70 2.01 -1.02  0.2234
H -1.06 0.65 -1.96  0.2027
H -2.75 0.64 -1.44  0.2177
H -1.43 -0.87 0.04  0.1762
H -2.06 0.52 0.94  0.2211
H 0.22 0.08 2.25  0.2588
H 0.37 -1.62 1.72  0.2177
H 1.80 -0.67 2.29  0.2384
H 2.09 0.36 0.21  0.2041
H 1.98 -1.92 -0.69  0.2155
H 1.15 -0.83 -1.81  0.2131
H 0.22 -1.90 -0.74  0.2040

ORCA calculation (wB97M-V/def2-TZVPD) on C6H12AlBr4O2 as an isolated structure in a non-equilibrium geometry.

Properties
spin multiplicity	1
orbital gap	6.864	eV
DFT total energy	-297279.051	eV
net charge	-1

Each line ends with the natural charge from an NBO analysis.
Atoms and positions in Å:
Br 4.10 0.42 1.25  -0.0691
C 3.44 -0.91 -0.09  -0.4430
C 2.74 -0.26 -1.42  -0.4277
C 1.52 0.79 -1.12  -0.4416
C 0.26 0.18 -0.26  0.0584
C -1.28 0.61 -0.63  -0.0982
O -2.02 -0.50 -1.32  -0.9758
Al -0.81 -1.94 -1.50  1.4800
O 0.24 -1.28 -0.07  -0.9507
H 2.77 -1.74 0.45  0.2656
H 4.40 -1.50 -0.47  0.2056
H 2.38 -1.08 -2.21  0.2493
H 3.59 0.35 -1.98  0.1918
H 1.97 1.72 -0.55  0.2065
H 1.12 1.15 -2.18  0.2078
H 0.43 0.62 0.82  0.1485
H -1.49 1.66 -1.11  0.1578
H -1.85 0.62 0.42  0.1516
H -1.25 -3.36 -0.96  -0.4542
H -0.19 -1.87 -2.99  -0.4662
C -4.09 1.19 3.24  -0.4932
Br -2.36 0.31 3.24  0.1205
Br -4.08 2.82 4.30  0.0551
Br -4.74 1.50 1.43  0.1008
H -4.80 0.50 3.71  0.2207